43
Properties=species:S:1:pos:R:3 method="wB97M-V/def2-TZVPD" homo_lumo_gap_ev="4.766 / 2.979" lumo_energy_ev="-1.012 / -2.794" s_squared=2.007 homo_energy_ha="-0.2123 / -0.2122" total_charge=0 e_above_lowest_ev=1.534 spin_multiplicity=3
Pd 6.0832 -13.7085 -7.6026
C 2.4627 -14.6868 -10.9080
As 3.9980 -13.9320 -10.0570
C 4.2185 -11.9479 -10.3671
C 5.4346 -14.7092 -11.0878
O 4.2489 -14.6205 -8.5213
H 2.7913 -15.2677 -11.7412
H 1.7519 -13.8679 -11.1130
H 1.9697 -15.3606 -10.1781
H 4.4298 -11.7330 -11.3990
H 5.0719 -11.6743 -9.7413
H 3.2385 -11.5502 -10.0619
H 6.0448 -14.0263 -11.6802
H 5.1429 -15.4790 -11.8350
H 6.1532 -15.2353 -10.4317
C 7.8677 -10.5542 -6.9273
Ge 8.6595 -12.2461 -7.4945
C 10.3811 -11.6579 -8.1308
C 8.9821 -13.2825 -5.8242
C 7.6347 -13.3423 -8.7268
H 8.6030 -9.8839 -6.4570
H 7.1712 -10.8297 -6.1146
H 7.2856 -10.1141 -7.7321
H 10.8659 -11.3365 -7.2630
H 10.1422 -10.7390 -8.6905
H 10.7715 -12.4874 -8.6673
H 9.5353 -12.7479 -5.0743
H 9.4921 -14.2510 -5.9753
H 7.9304 -13.4812 -5.4685
H 7.2583 -13.0256 -9.6725
I 8.8985 -14.9788 -9.1330
I 7.4189 -9.9586 -12.9725
I 5.5910 -15.9399 -5.9910
C 4.1996 -14.3401 -5.7052
C 2.8679 -14.4117 -5.3091
C 2.2291 -13.1701 -4.9934
C 2.9832 -12.0133 -5.1051
C 4.1582 -12.0325 -5.7563
N 4.8111 -13.1868 -5.9844
H 2.3367 -15.3194 -5.2348
H 1.1625 -13.1515 -4.6658
H 2.6148 -11.0563 -4.8034
H 4.5424 -11.1427 -6.1756

50
Properties=species:S:1:pos:R:3 method="wB97M-V/def2-TZVPD" homo_lumo_gap_ev=10.126 lumo_energy_ev=0.362 homo_energy_ha=-0.3588 total_charge=0 spin_multiplicity=1
N -0.3720 2.4655 -2.3765
C -1.1263 2.3844 -3.3840
C -1.5033 1.1209 -4.1058
B -0.2566 0.2848 -4.5394
O 0.2864 -0.6169 -3.6454
B 1.6554 -0.5177 -3.5512
O 2.3892 -0.3893 -4.7253
B 1.7583 0.3924 -5.6554
C 2.5585 1.3840 -6.5898
C 2.0781 2.7545 -6.1915
O 2.3096 3.2093 -5.1001
I 0.8975 3.8773 -7.5942
O 0.3793 0.4089 -5.7651
H -0.0445 1.5320 -2.1074
H -1.5700 3.3007 -3.7433
H -2.1766 0.5243 -3.5058
H -2.0532 1.3890 -5.0016
H 2.1668 -0.5127 -2.4868
H 2.3759 1.1814 -7.6350
H 3.6212 1.3529 -6.4049
C 2.5430 0.9990 2.2032
C 1.5772 2.1805 2.3698
C 0.4999 2.0507 1.2846
S 0.3660 0.2934 0.9303
O 0.7942 0.0680 -0.4301
O -0.9069 -0.1985 1.4002
C 1.6639 -0.2375 2.0369
H 3.2100 0.8981 3.0573
H 3.1565 1.1449 1.3113
H 1.1137 2.1333 3.3570
H 2.0916 3.1371 2.2952
H -0.4693 2.4145 1.6139
H 0.7871 2.5516 0.3618
H 2.1855 -1.0879 1.6053
H 1.1950 -0.5237 2.9767
C -3.0831 -2.0949 3.8110
C -3.1436 -3.5940 4.1395
C -1.7212 -4.0404 4.5037
S -0.9018 -2.5891 5.1758
O 0.1640 -2.2124 4.2818
O -0.6643 -2.7676 6.5846
C -2.2645 -1.4573 4.9285
H -4.0763 -1.6541 3.7459
H -2.5827 -1.9406 2.8527
H -3.8098 -3.7564 4.9891
H -3.5316 -4.1741 3.3042
H -1.7076 -4.8259 5.2541
H -1.1602 -4.3560 3.6267
H -1.8739 -0.4746 4.6755
H -2.8245 -1.4122 5.8620

42
Properties=species:S:1:pos:R:3 method="wB97M-V/def2-TZVPD" homo_lumo_gap_ev="5.866 / 7.299" lumo_energy_ev="-9.926 / -9.444" s_squared=3.911 homo_energy_ha="-0.5804 / -0.6153" total_charge=+2 e_above_lowest_ev=3.017 spin_multiplicity=4
Cr -0.0118 -0.0148 1.1360
P -2.2446 0.2444 0.8819
C -2.1160 0.7021 -0.8405
C -0.8899 1.2202 -1.3331
N 0.2467 1.0084 -0.5675
C 1.4717 1.3725 -0.9759
C 1.6451 2.1004 -2.1444
C 0.5243 2.3662 -2.9393
C -0.7226 1.8949 -2.5588
C 2.6382 0.9797 -0.0770
P 2.2401 -0.4752 1.0166
H -1.6168 2.0587 -3.1571
H 2.6555 2.4277 -2.3847
H 0.6536 2.9307 -3.8572
H 3.5158 0.7382 -0.6915
H 2.9300 1.8310 0.5657
H -2.0520 -1.3218 -2.2224
H -2.9840 0.7752 -1.4956
H -1.0025 -3.0775 -1.1944
O -1.8965 -2.2819 -2.3273
H -2.2812 -2.5279 -3.1830
H -0.0223 -1.3862 1.8495
O -0.6873 -3.4451 -0.3310
H 0.2885 -3.4641 -0.3872
C 2.6902 -1.8806 -0.0430
H 3.7289 -1.7650 -0.3737
H 2.5861 -2.7985 0.5508
H 2.0225 -1.9250 -0.9176
C 3.4445 -0.4088 2.3597
H 3.3324 -1.3221 2.9546
H 4.4553 -0.3569 1.9415
H 3.2396 0.4731 2.9790
C -3.0223 1.6159 1.7843
H -4.0154 1.8322 1.3750
H -3.1211 1.3173 2.8353
H -2.3928 2.5122 1.7098
C -3.3385 -1.1784 1.0283
H -3.5128 -1.3713 2.0920
H -4.2956 -0.9652 0.5439
H -2.8619 -2.0529 0.5747
N 0.4982 2.2542 3.2840
C 0.2806 1.3640 2.5395

50
Properties=species:S:1:pos:R:3 method="wB97M-V/def2-TZVPD" homo_lumo_gap_ev="6.603 / 4.067" lumo_energy_ev="-10.986 / -13.471" s_squared=0.765 homo_energy_ha="-0.6464 / -0.6445" total_charge=+3 e_above_lowest_ev=2.119 spin_multiplicity=2
Ti 0.5556 -0.0354 0.1849
C -0.8333 1.8226 4.1203
Si 0.6555 1.1757 3.1709
C 1.2110 2.5510 1.9935
C 2.0294 0.4908 4.2481
N 0.1277 -0.1374 1.9908
C -0.5699 -1.2564 2.4135
C -0.9579 -1.5614 3.7287
C -1.7203 -2.6848 3.9905
C -2.1074 -3.5535 2.9763
C -1.7281 -3.3020 1.6564
C -0.9954 -2.1769 1.4519
F -0.5672 -1.8059 0.1233
H -0.5676 2.8161 4.4883
H -1.0910 1.2195 4.9901
H -1.7200 1.9160 3.4910
H 1.2246 3.4811 2.5658
H 0.5283 2.7192 1.1589
H 2.2274 2.4181 1.6224
H 2.5683 1.3377 4.6800
H 2.7457 -0.1153 3.6939
H 1.6413 -0.1022 5.0765
H -0.6579 -0.9087 4.5361
H -2.0235 -2.8864 5.0090
H -2.6978 -4.4303 3.2031
H -2.0134 -3.9573 0.8439
F 1.6901 1.1055 -0.5532
P 3.3980 -0.2368 -0.4047
F 4.4205 -1.3382 -0.2698
F 2.0094 -1.3563 -0.2355
F 3.0456 0.0372 1.1142
F 3.0622 -0.3388 -1.9310
F 4.2125 1.0442 -0.5487
N -2.8259 2.6444 -1.8431
C -1.6428 2.2534 -1.4323
N -0.5380 2.6971 -2.0538
S -1.5724 1.1618 -0.0874
H -2.9515 3.3532 -2.5550
H -3.6653 2.2733 -1.4192
H -0.6462 3.4159 -2.7609
H 0.3339 2.7395 -1.5503
C 0.9374 0.0842 -4.3898
Te -0.0373 -0.7426 -2.6827
C 0.8482 -2.6637 -2.9366
H 2.0074 0.1716 -4.2074
H 0.4967 1.0493 -4.6216
H 0.7596 -0.6093 -5.2128
H 0.3674 -3.1442 -3.7906
H 0.6995 -3.2674 -2.0453
H 1.9070 -2.5198 -3.1465

37
Properties=species:S:1:pos:R:3 method="wB97M-V/def2-TZVPD" smiles="C=CC(=C)C[C@H](C)CC(C)(C)NOC" homo_lumo_gap_ev=9.400 lumo_energy_ev=0.745 homo_energy_ha=-0.3181 total_charge=0 e_above_lowest_ev=4.654 spin_multiplicity=1
C -0.3296 2.3591 -3.0931
C 0.4780 1.3493 -2.7463
C 0.9966 -0.9170 -1.8979
C -0.3611 -1.2477 0.3561
C 1.0700 -1.0188 -0.4114
C -0.0440 -0.0632 -2.4938
C -0.6636 -0.3959 1.6273
C 1.9681 -2.1003 0.0852
C -1.2177 -0.5280 -2.8656
C 0.5288 -0.2629 2.5683
C -1.8344 -1.1263 2.3149
C 0.0743 2.9943 1.5826
N -1.1543 1.0051 1.3725
O -0.1803 1.9423 0.6978
H 0.0189 3.4240 -3.0991
H -1.3477 2.1573 -3.5423
H 1.4165 1.4564 -2.1501
H 2.0016 -0.6736 -2.3140
H 0.8100 -1.9275 -2.3287
H -1.1302 -0.9909 -0.3647
H -0.4256 -2.2824 0.4956
H 1.3228 -0.0885 0.0388
H 3.0769 -1.9004 -0.0466
H 1.7523 -3.0530 -0.5619
H 1.7361 -2.2948 1.1911
H -2.1004 0.0601 -3.0299
H -1.7763 0.8135 0.5976
H -1.3058 -1.5770 -2.9824
H 0.9301 -1.3022 2.7139
H 0.1488 0.2249 3.5668
H 1.2765 0.4104 2.1573
H -2.1307 -0.3974 3.1755
H -1.2943 -2.0960 2.7408
H -2.6299 -1.3665 1.5819
H 0.3673 3.6861 0.8567
H 0.8388 2.6187 2.1486
H -0.8863 3.1094 2.0585

51
Properties=species:S:1:pos:R:3 method="wB97M-V/def2-TZVPD" homo_lumo_gap_ev=4.485 lumo_energy_ev=-2.832 homo_energy_ha=-0.2689 total_charge=0 e_above_lowest_ev=5.141 spin_multiplicity=1
Al -1.7220 -0.4976 -1.0820
P -2.6920 1.8595 -1.2969
O -3.7008 0.7715 -0.7275
O -3.2229 3.3345 -1.2193
O -2.1678 1.2947 -2.6480
O -1.3004 1.6632 -0.6130
C -3.8931 2.2784 1.4837
C -2.4425 2.1578 1.7429
O -2.0770 1.0832 2.5259
C -1.7336 -0.0850 2.1024
O -1.5195 -0.4181 0.9516
O -1.4835 -0.9211 3.2106
C -1.0227 -2.2515 3.0961
H -4.4728 2.1740 2.4008
H -4.2442 1.6681 0.6516
H -4.1543 3.2908 1.1756
H -2.1070 2.9426 2.4210
H -1.8730 2.3697 0.8380
H -1.8008 -2.9903 2.9043
H -0.5004 -2.4247 4.0370
H -0.2906 -2.3019 2.2901
C 3.5543 -2.5001 -1.8356
C 2.1272 -1.9278 -1.6897
O 2.0271 -0.7194 -2.3820
C 0.8971 -0.0630 -2.5650
O -0.2770 -0.3429 -2.2405
O 1.2908 1.0872 -3.1341
C 0.3271 2.1298 -3.4125
H 4.1671 -2.4230 -0.9374
H 4.1903 -2.0853 -2.6176
H 3.3679 -3.5519 -2.0527
H 1.9400 -1.7623 -0.6288
H 1.3772 -2.6900 -1.9009
H -0.2247 2.4808 -2.5405
H -0.4111 1.7040 -4.0921
H 0.9261 2.9077 -3.8859
C 3.1223 -2.5781 1.6966
C 1.7304 -2.0931 1.2794
O 1.8605 -0.7284 1.0525
C 0.8917 -0.0014 0.4156
O 0.0342 -0.3894 -0.3935
O 1.0828 1.3551 0.8238
C 0.4709 2.3370 0.0335
H 3.6684 -2.2441 2.5787
H 3.7503 -2.2489 0.8688
H 3.1793 -3.6429 1.4704
H 0.9222 -2.3850 1.9501
H 1.5402 -2.5806 0.3233
H 0.5280 2.0933 -1.0274
H 0.9181 3.2979 0.2882
H -0.5579 2.5668 0.3105